Here is a gas-phase ion, C3H3Cl2N2 (charge +1) at a distorted geometry from OMol25. Energies are from ωB97M-V/def2-TZVPD.

```
! wB97M-V def2-TZVPD RIJCOSX def2/J DEFGRID3
* xyz 1 1
C -0.720 0.018 0.814
C 0.236 -0.997 0.618
C 0.104 0.921 -1.162
N 1.091 -0.772 -0.327
N -0.664 1.002 -0.109
Cl 0.199 -2.429 1.549
Cl 0.917 1.942 -2.100
H -1.507 -0.010 1.542
H 1.683 -1.443 -0.794
H -1.340 1.768 -0.031
*
```

## Properties
M   137.98 g/mol
DFT total energy   -31174.018 eV
LUMO level (alpha / beta)   -5.88 / -5.89 eV
Energy above the lowest of the compared OMol25 structures with the same formula, charge and spin   344.4 kJ/mol
Kohn-Sham gap (alpha / beta)   7.62 / 7.61 eV
Max |F|   0.0784 hartree/bohr

The Mulliken scheme yields these atomic charges, measured in e: C -0.62; C 0.78; C 0.31; N -0.42; N 0.03; Cl -0.09; Cl 0.04; H 0.40; H 0.27; H 0.29